{
  "formula": "C30H26Cl2N3O4RuS2",
  "method": "the ωB97M-V functional and the def2-TZVPD basis",
  "elements": ["Ru", "C", "N", "C", "C", "C", "C", "C", "C", "C", "C", "H", "H", "H", "H", "H", "H", "H", "H", "H", "H", "H", "H", "O", "S", "O", "N", "C", "S", "C", "C", "C", "C", "C", "C", "H", "H", "H", "H", "Cl", "C", "C", "C", "C", "C", "Cl", "C", "N", "C", "C", "C", "C", "C", "C", "C", "C", "O", "O", "H", "H", "H", "H", "H", "H", "H", "H", "H", "H"],
  "positions_angstrom": [[-0.0134, 0.6246, 0.9494], [-2.6658, 0.4136, 2.3172], [-2.1015, 1.1137, 1.1427], [-2.3567, 2.5682, 1.2689], [-2.7892, 0.6318, -0.0871], [-1.8303, 0.7036, -1.2297], [-2.1717, 0.4704, -2.5498], [-1.1783, 0.4608, -3.5225], [0.1594, 0.6603, -3.1955], [0.5161, 0.9200, -1.8838], [-0.4854, 0.9060, -0.9108], [-3.7511, 0.5418, 2.3424], [-2.2382, 0.8319, 3.2253], [-2.4222, -0.6458, 2.2594], [-3.4285, 2.7386, 1.3968], [-2.0112, 3.0792, 0.3724], [-1.8332, 2.9574, 2.1384], [-3.6986, 1.2121, -0.2617], [-3.0805, -0.4080, 0.0663], [-3.2037, 0.2876, -2.8237], [-1.4527, 0.2924, -4.5554], [0.9191, 0.6339, -3.9651], [1.5479, 1.1071, -1.6166], [2.1070, 3.5102, -1.1683], [0.9952, 3.8424, -0.3407], [-0.2524, 4.2222, -0.9255], [0.6918, 2.5839, 0.7558], [0.9004, 2.9426, 1.9930], [0.4549, 1.7106, 3.0633], [1.3731, 4.3153, 2.1845], [1.6946, 4.9830, 3.3522], [2.1182, 6.3023, 3.2479], [2.2173, 6.9277, 2.0094], [1.8944, 6.2563, 0.8326], [1.4718, 4.9526, 0.9551], [1.6221, 4.4905, 4.3131], [2.3781, 6.8516, 4.1422], [2.5510, 7.9551, 1.9581], [1.9714, 6.7399, -0.1315], [-1.9480, -2.8033, -0.4559], [-1.1020, -2.8418, -1.9720], [-1.8424, -2.8834, -3.1410], [-1.1957, -2.8600, -4.3648], [0.1866, -2.7783, -4.4132], [0.9099, -2.7661, -3.2343], [2.6410, -2.6576, -3.3157], [0.2952, -2.8285, -1.9791], [1.0458, -2.8431, -0.7941], [0.9476, -3.9547, 0.1001], [0.3698, -5.1595, -0.2793], [0.2782, -6.2053, 0.6245], [0.7760, -6.0624, 1.9108], [1.3666, -4.8656, 2.2817], [1.4571, -3.8052, 1.3900], [2.1394, -2.5226, 1.7962], [1.3495, -1.2944, 1.4983], [1.8677, -0.2884, 0.9496], [0.1033, -1.1698, 1.8357], [-2.9213, -2.9244, -3.0797], [-1.7687, -2.8969, -5.2811], [0.7131, -2.7430, -5.3567], [2.0040, -2.5624, -0.9657], [-0.0096, -5.2824, -1.2854], [-0.1769, -7.1368, 0.3155], [0.7098, -6.8766, 2.6190], [1.7626, -4.7484, 3.2833], [3.1130, -2.3978, 1.3181], [2.3095, -2.5284, 2.8761]],
  "forces_ev_per_angstrom": [[-0.071, -0.026, 0.078], [-0.019, 0.005, 0.010], [0.066, 0.038, 0.008], [0.009, 0.012, -0.001], [-0.010, -0.004, -0.013], [-0.048, 0.012, 0.047], [0.013, 0.008, -0.020], [-0.010, 0.019, 0.019], [-0.008, -0.008, -0.005], [0.040, -0.003, -0.001], [0.029, -0.007, -0.038], [0.001, -0.003, -0.005], [0.005, 0.002, -0.001], [0.002, 0.001, 0.002], [0.000, -0.005, -0.001], [-0.003, -0.001, -0.006], [-0.004, -0.004, 0.012], [-0.002, -0.002, -0.006], [0.015, 0.012, 0.002], [-0.001, 0.004, 0.002], [0.002, -0.006, -0.002], [-0.001, 0.000, 0.000], [-0.007, -0.001, 0.002], [0.015, -0.005, -0.005], [-0.049, 0.066, 0.018], [0.018, -0.011, -0.007], [0.002, -0.011, -0.051], [-0.055, -0.008, 0.024], [-0.003, 0.027, 0.016], [0.030, 0.024, -0.001], [0.002, -0.007, 0.003], [0.007, 0.004, 0.000], [-0.005, -0.005, 0.001], [0.006, 0.005, -0.006], [-0.011, -0.030, -0.004], [0.000, 0.000, -0.001], [0.000, -0.001, 0.000], [0.000, 0.000, -0.002], [0.001, 0.001, 0.001], [0.029, -0.036, 0.007], [-0.025, -0.021, -0.007], [0.017, -0.017, 0.030], [0.007, -0.002, -0.029], [-0.018, 0.005, 0.011], [-0.006, 0.012, -0.016], [0.008, -0.004, 0.008], [0.077, -0.013, 0.060], [-0.096, 0.035, -0.024], [0.019, -0.004, -0.084], [-0.006, 0.028, 0.002], [0.009, 0.004, 0.035], [-0.016, -0.022, -0.033], [0.006, 0.020, 0.000], [0.003, 0.023, 0.047], [-0.076, -0.082, 0.039], [0.046, -0.031, 0.004], [0.033, 0.093, -0.063], [0.027, -0.058, -0.061], [0.003, -0.005, 0.000], [0.003, -0.002, -0.001], [-0.002, -0.001, -0.002], [-0.009, -0.031, 0.027], [-0.002, 0.009, -0.011], [0.002, -0.003, 0.007], [-0.005, -0.002, -0.003], [0.003, 0.004, -0.002], [0.000, 0.010, -0.006], [0.009, -0.004, -0.003]],
  "de_lowest_kcal_mol": 0.1,
  "largest_force_ha_per_bohr": 0.002,
  "total_charge": 1,
  "e_homo_ev": -10.649,
  "lumo_energy_ha": -0.179,
  "e_tot_ev": -93484.6082,
  "gap_ev": 5.78
}